Run w
DFT (the ωB97M-V functional and the def2-TZVPD basis) results for a 4-piece molecular cluster, C2H12N2O3 overall.

- charge = 0
- SMILES = C/N=C\N.O.O.O
- Kohn-Sham gap (eV) = 10.1
- HOMO level (Eh) = -0.359

Element x y z (Å)
1 O 0.09 -2.45 -1.23
2 O 2.74 -1.19 -0.37
3 O -3.92 -0.76 2.08
4 N 0.66 2.13 -0.36
5 N 0.21 0.22 0.98
6 C 0.27 1.55 -1.70
7 C 0.47 1.57 0.74
8 H -0.59 0.14 0.23
9 H -0.85 1.78 -1.84
10 H 2.84 -1.40 0.57
11 H 0.81 1.99 -2.65
12 H 0.20 0.49 -1.85
13 H 0.89 -1.84 -1.14
14 H -4.30 -0.79 1.25
15 H -0.30 0.17 1.88
16 H -3.93 0.20 2.08
17 H -0.01 -2.53 -2.19
18 H 2.45 -0.24 -0.41
19 H 0.94 1.98 1.72


Run x
DFT (the ωB97M-V functional and the def2-TZVPD basis) results for a 4-piece molecular cluster, C2H12N2O3 overall.

- charge = 0
- SMILES = N/C=C/N.O.O.O
- Kohn-Sham gap (eV) = 7.9
- HOMO level (Eh) = -0.278

Element x y z (Å)
1 O -1.92 3.29 3.98
2 O 1.48 -3.34 -1.67
3 O -0.72 -0.80 2.67
4 N 0.99 1.76 -2.41
5 N -0.19 -1.19 -0.40
6 C 0.28 0.67 -1.94
7 C 0.64 -0.20 -0.98
8 H 1.98 1.67 -2.42
9 H 1.53 0.03 -0.40
10 H -1.51 2.49 3.67
11 H 1.51 -4.22 -1.32
12 H 0.60 2.24 -3.19
13 H 0.17 -1.11 2.96
14 H -2.77 3.26 3.55
15 H -1.04 -1.28 -0.94
16 H 0.66 -2.88 -1.68
17 H -0.55 -0.89 0.50
18 H -0.62 0.40 -2.47
19 H -0.52 0.11 2.48


The winner here is run x, beating the second structure by 0.571 eV.


Run w
DFT (the ωB97M-V functional and the def2-TZVPD basis) results for a 4-piece molecular cluster, C2H12N2O3 overall.

- charge = 0
- SMILES = [H]/N=C/NC.O.O.O
- Kohn-Sham gap (eV) = 9.2
- HOMO level (Eh) = -0.327

Element x y z (Å)
1 O -2.51 0.54 1.87
2 O -2.47 -1.10 -1.35
3 O 3.01 -2.12 1.20
4 N 1.85 1.06 1.42
5 N 1.06 0.58 -0.68
6 C -0.02 0.75 -1.63
7 C 0.89 1.04 0.61
8 H -0.18 1.25 0.75
9 H 2.00 0.60 -1.06
10 H -3.08 -0.16 2.22
11 H -2.06 -1.91 -1.01
12 H -0.92 0.92 -1.07
13 H 1.70 1.36 2.37
14 H 0.16 1.55 -2.36
15 H -2.53 0.29 0.93
16 H -0.26 -0.15 -2.20
17 H -2.87 -1.33 -2.19
18 H 3.87 -1.69 1.26
19 H 2.37 -1.45 0.94


Run x
DFT (the ωB97M-V functional and the def2-TZVPD basis) results for a 4-piece molecular cluster, C2H12N2O3 overall.

- charge = 0
- SMILES = C/N=C\N.O.O.O
- Kohn-Sham gap (eV) = 10.1
- HOMO level (Eh) = -0.351

Element x y z (Å)
1 O -1.22 1.06 -2.81
2 O -1.21 -2.39 0.66
3 O -0.03 -1.02 -1.65
4 N 1.50 -0.81 0.93
5 N 0.70 1.28 1.99
6 C 1.50 0.28 1.87
7 C -0.21 1.65 0.87
8 H -1.14 1.11 0.96
9 H -0.54 -0.25 -1.73
10 H -0.31 2.67 1.07
11 H -0.59 -1.55 -1.01
12 H 0.98 -0.68 0.10
13 H 0.13 1.50 -0.26
14 H 2.22 0.15 2.62
15 H -2.08 -2.23 1.04
16 H 2.42 -1.04 0.66
17 H -1.21 0.50 -3.56
18 H -0.34 1.46 -2.78
19 H -0.57 -1.68 1.05


The winner here is run w, beating the second structure by 0.327 eV.


Run w
DFT (the ωB97M-V functional and the def2-TZVPD basis) results for one molecule with the formula C2H4BNO2.

- charge = 0
- SMILES = N#CCB(O)O
- Kohn-Sham gap (eV) = 11.0
- HOMO level (Eh) = -0.404

Element x y z (Å)
1 O 1.76 -0.33 -0.51
2 O 0.53 1.47 0.27
3 N -2.65 0.47 -0.84
4 C -0.69 -0.84 0.28
5 C -1.80 -0.13 -0.34
6 B 0.62 0.16 0.08
7 H -1.00 -0.86 1.41
8 H 1.28 1.91 -0.09
9 H 2.51 0.08 -0.06
10 H -0.56 -1.93 -0.19


Run x
DFT (the ωB97M-V functional and the def2-TZVPD basis) results for one molecule with the formula C2H4BNO2.

- charge = 0
- SMILES = N#CCB(O)O
- Kohn-Sham gap (eV) = 11.1
- HOMO level (Eh) = -0.410

Element x y z (Å)
1 O 0.53 1.48 0.05
2 O 1.67 -0.44 0.63
3 N -2.77 0.44 0.19
4 C -0.62 -0.80 -0.43
5 C -1.84 -0.17 -0.09
6 B 0.62 0.12 0.11
7 H 2.33 0.23 0.89
8 H -0.70 -0.94 -1.54
9 H 1.26 2.01 0.38
10 H -0.47 -1.92 -0.19


The winner here is run x, beating the second structure by 0.211 eV.